No. 1
{
  "formula": "C4H3KO",
  "method": "the ωB97M-V functional and the def2-TZVPD basis",
  "symbols": ["O", "C", "C", "C", "C", "H", "H", "K", "H"],
  "positions_angstrom": [[1.180, 1.191, 0.608], [0.052, 1.710, 0.218], [-1.111, 0.913, 0.195], [-1.155, -0.469, -0.053], [-0.582, -1.486, -0.648], [-2.022, 1.357, 0.644], [0.520, -1.967, -0.162], [3.792, 0.467, 0.917], [-0.675, -1.715, -1.719]],
  "forces_ev_per_angstrom": [[-2.43, 0.55, -0.96], [4.89, 1.26, 0.28], [-3.99, -5.27, 0.86], [1.64, 3.75, 0.08], [3.63, -1.52, 0.61], [0.69, -0.08, -0.30], [-3.87, 0.90, -0.89], [-0.49, 0.14, -0.06], [-0.08, 0.28, 0.39]],
  "spin_multiplicity": 2,
  "charge": -1,
  "gap_ev": [3.19, 5.60]
}



No. 2
{
  "formula": "C4H3Li2O2Tl",
  "method": "the ωB97M-V functional and the def2-TZVPD basis",
  "symbols": ["C", "O", "Tl", "Li", "H", "C", "C", "C", "O", "Li", "H", "H"],
  "positions_angstrom": [[-1.211, 1.011, -0.434], [-1.655, 1.565, 0.640], [1.598, 1.473, -0.900], [-2.827, 0.822, 1.780], [0.117, 0.073, -0.320], [-0.822, -0.404, -0.374], [0.256, -1.554, -0.220], [1.610, -1.320, -0.338], [2.406, -0.584, -1.222], [0.370, 0.890, 1.840], [-2.114, -0.113, -0.811], [2.272, -1.859, 0.359]],
  "forces_ev_per_angstrom": [[-0.64, 2.11, 0.13], [0.28, -0.21, 0.95], [1.10, 0.90, -0.57], [-0.22, 0.12, -0.19], [2.21, 0.17, -0.92], [-2.27, -3.80, 0.62], [-2.45, 2.70, 0.68], [2.81, 0.88, -1.43], [-2.54, -0.88, 1.73], [-0.46, -0.16, -0.35], [2.68, -1.45, -0.24], [-0.50, -0.39, -0.43]],
  "spin_multiplicity": 2,
  "charge": 1,
  "gap_ev": [4.80, 6.58]
}



No. 3
{
  "formula": "C4H3Li2O5",
  "method": "the ωB97M-V functional and the def2-TZVPD basis",
  "symbols": ["C", "C", "H", "H", "O", "C", "O", "O", "H", "O", "Li", "Li", "C", "O"],
  "positions_angstrom": [[-0.978, 0.789, -0.301], [-1.264, -0.559, -0.084], [-2.230, -0.983, -0.353], [-1.575, 0.629, 0.859], [-0.158, -1.437, -0.210], [-0.370, -2.755, -0.286], [-1.432, -3.283, -0.466], [0.811, -3.348, -0.236], [0.708, -4.305, -0.330], [0.224, 1.275, -0.178], [0.871, 2.920, 0.590], [1.476, -0.323, -0.466], [1.745, 5.172, 0.688], [2.172, 6.207, 0.772]],
  "forces_ev_per_angstrom": [[-2.10, -1.20, 3.54], [0.73, 0.91, -2.07], [0.14, -0.01, 0.66], [-0.49, 0.96, -1.45], [0.66, 0.47, 0.24], [-1.37, -1.44, -0.90], [0.66, 0.47, 0.45], [0.75, 0.02, 0.22], [-0.18, -0.05, -0.02], [2.56, 0.27, -0.30], [-0.53, -0.44, -0.47], [-0.75, 0.27, 0.10], [0.31, 0.65, 0.12], [-0.39, -0.87, -0.10]],
  "charge": 1,
  "e_above_lowest_kcal_mol": 47.3,
  "gap_ev": [7.39, 7.38]
}



No. 4
{
  "formula": "C4H3LiO4",
  "method": "the ωB97M-V functional and the def2-TZVPD basis",
  "symbols": ["C", "C", "H", "O", "C", "O", "H", "O", "C", "O", "Li", "H"],
  "positions_angstrom": [[0.484, 0.765, 0.912], [0.674, -0.277, 0.086], [1.534, -0.941, 0.222], [-0.180, 2.960, 0.958], [-0.554, 1.789, 0.906], [-1.768, 1.419, 1.319], [1.394, 1.307, 1.333], [-0.175, -0.660, -0.872], [0.203, -1.788, -1.626], [-0.592, -1.995, -2.546], [0.657, -3.425, -2.784], [-1.678, 0.845, 2.092]],
  "forces_ev_per_angstrom": [[2.16, 0.66, -0.97], [0.31, -0.27, 0.96], [-0.01, 0.40, -0.31], [-1.41, -1.36, -1.13], [1.91, 2.23, 2.13], [-1.54, 0.20, -0.14], [-0.99, -1.66, -0.17], [-0.41, -0.02, -0.06], [0.06, -0.23, -0.16], [0.25, -0.42, -0.08], [-0.37, 0.75, 0.36], [0.03, -0.29, -0.44]],
  "charge": 0,
  "gap_ev": 7.61
}



no.,M (u),electronic energy (a.u.)
1,106.16,-829.20350
2,301.33,-491.60525
3,144.94,-545.25449
4,122.00,-462.66560